Entry 1:
A 9-piece molecular cluster, C41H59N9O3P overall, computed with wB97M-V/def2-TZVPD.

Output
total charge = 0
M = 756.96 u
orbital gap (spin up / spin down) = 8.1 / 7.2 eV
HOMO level (spin up / spin down) = -8.203 / -8.203 eV
energy above the lowest of the compared OMol25 structures with the same formula, charge and spin = 113.4 kJ/mol
multiplicity = 2

```
113
Properties=species:S:1:pos:R:3:forces:R:3
H -7.7953 2.5316 -4.8910 0.0 0.0 0.0
H -0.5181 0.9356 3.1496 0.0 0.0 0.0
C -7.6865 1.6706 -4.2514 0.1 0.0 -0.1
N 5.5847 -4.4210 -0.0417 -0.1 -0.1 0.0
H 4.7198 4.2864 6.9872 -0.1 0.1 0.0
H -1.6259 5.7978 11.0867 0.0 0.0 0.0
H -0.3216 1.5178 -3.0602 0.6 0.5 0.0
C -2.0763 4.9008 7.9961 0.0 -0.1 0.0
C 0.3351 2.1272 -3.7128 -0.2 -0.7 -0.7
C 2.5528 4.0481 7.4760 0.1 0.0 0.0
H -0.2912 5.4027 9.0061 0.0 0.0 0.0
N -6.8026 -0.0527 -3.1745 0.0 0.1 0.0
N -1.2867 5.2851 9.0448 -0.1 0.0 0.0
H -1.6493 4.6989 7.0277 0.0 0.0 0.0
H 2.4593 4.4373 8.4775 0.0 0.0 0.0
C -7.6391 -5.9151 -6.6119 -0.1 0.0 0.1
C 1.2242 2.8924 1.1552 0.0 -0.1 0.0
H -4.3550 -2.2316 0.6233 0.0 0.0 0.0
P -0.3875 -2.4908 -4.9821 0.5 -1.2 -1.6
H 6.0722 -4.8636 1.9864 0.0 0.0 0.0
C 5.3464 -4.9545 1.1956 0.0 0.0 0.0
O -2.0674 -2.1255 -4.9431 1.5 0.2 1.1
H 1.7891 1.7927 -6.5336 0.2 0.2 0.5
H -0.1073 -0.6952 -3.1942 0.5 -0.3 -0.1
H 3.7228 -1.6616 -1.8539 0.0 0.6 -0.1
H 3.6382 -6.0574 1.9918 0.0 0.0 0.0
C 4.5199 -4.6757 -0.8625 0.0 0.1 0.0
H -9.7294 1.3570 -3.3937 0.0 0.0 0.0
H 4.5000 -1.5015 -4.9602 -0.3 0.4 -0.1
H -3.7464 -2.2654 -3.5266 0.1 -0.2 0.1
N 2.5010 0.8553 -3.4171 -2.5 -1.0 0.2
C 0.6706 0.7361 1.3259 0.0 0.1 -0.1
C 7.8881 2.4493 7.1714 0.0 0.0 0.0
C -6.6727 -5.7783 -7.6410 0.1 0.1 -0.1
C -8.6969 1.0569 -3.4691 -0.1 -0.1 0.1
C -5.5705 -3.0938 -1.0459 -0.1 0.0 -0.1
O 2.0248 0.9846 -2.2223 1.0 0.1 0.2
H -0.3205 2.4586 -4.5495 0.5 0.0 0.5
H 3.2576 -0.5563 -5.8863 0.3 -0.2 0.4
H 2.6348 -5.7202 -0.5066 0.0 0.0 0.0
H 0.6552 -0.3025 1.0393 0.0 0.0 0.0
H 4.2802 0.0609 -1.8667 -0.3 -0.4 -0.2
H -2.0990 -1.2288 -4.5806 -0.4 0.1 0.0
C 3.8806 -0.5932 -4.9724 -1.0 1.2 0.1
H 1.2014 -0.3080 -5.9923 -0.2 0.0 0.6
H 1.8719 1.4573 -0.2567 -0.1 0.0 -0.1
H 0.7407 3.0162 -3.2076 -0.2 -0.5 0.0
H -8.4622 -6.6105 -6.5846 0.0 0.0 0.0
C 3.7129 3.9840 6.7474 0.1 -0.1 0.0
C 8.9556 1.9849 7.8966 0.0 0.1 -0.2
C 7.0854 1.6460 9.0963 0.0 0.0 0.0
N 3.4166 3.4253 5.5327 -0.1 0.0 0.1
H -0.2909 0.4268 -5.3636 0.6 -0.1 -0.1
H -2.7148 -1.4556 -1.3917 0.0 0.0 0.0
C -3.3643 5.2181 9.8095 0.1 0.1 0.1
N -4.1646 -2.4209 -2.6234 -0.1 0.1 0.0
C 8.4462 1.4750 9.1177 -0.1 0.0 0.1
H -4.9519 -4.3595 -7.7580 0.0 0.0 0.0
C -2.0636 5.4851 10.1533 0.0 0.0 0.0
C -8.1203 -0.0019 -2.8141 0.0 0.0 0.0
H 1.7896 -1.9952 -2.5424 0.4 0.3 -0.6
H 1.6969 3.7566 0.7184 0.0 0.0 0.0
C 1.9246 -1.6162 -3.5769 -1.2 0.4 0.1
C 1.5176 3.5121 6.6676 0.0 0.0 -0.1
H 6.3272 1.3962 9.8196 0.0 0.0 0.0
H 0.0139 -3.8039 -3.2227 -0.2 -0.3 0.2
H -4.2153 5.2829 10.4680 0.0 0.0 0.0
C 4.1115 -5.5503 1.1670 0.1 0.0 0.1
C 2.0515 2.1848 -5.5317 -0.1 -0.3 0.2
C 4.0513 -0.8207 -2.4877 0.6 0.0 -0.5
H -6.4177 -3.5430 -0.5537 0.0 0.0 0.0
N 6.7553 2.2434 7.9110 0.1 0.0 0.0
H -4.2303 4.5727 7.8485 0.0 0.0 0.0
N 1.3535 1.6581 0.5828 0.0 0.0 0.2
H -5.9129 -3.4878 -3.2182 0.0 -0.1 0.1
O -0.1250 -3.9451 -4.1678 -0.5 2.0 0.1
C -4.4925 -2.4084 -0.4309 0.1 0.1 0.0
N -6.2244 -4.3073 -6.0477 -0.1 -0.1 -0.1
H 0.4767 3.4111 6.9305 0.0 0.0 0.0
H 6.4126 -3.9208 -0.3062 0.0 0.0 0.0
H 4.5174 -4.3391 -1.8863 0.0 0.0 0.0
C 1.4527 1.2524 -4.3975 -0.9 2.0 -1.6
H -6.6134 -6.3488 -8.5536 0.0 0.0 0.0
H 4.0772 3.2524 4.7978 0.0 0.0 0.0
H 5.8238 2.4919 7.6270 0.0 -0.1 0.0
H 1.5913 3.1896 -5.4507 0.5 -0.5 -0.1
C -3.3724 4.8469 8.4406 0.1 0.0 -0.1
C -7.3382 -4.9925 -5.6434 0.0 0.0 0.0
H 9.0123 1.0322 9.9209 0.0 0.0 0.0
H -7.8179 -4.7661 -4.7053 0.0 0.0 0.0
H 5.0170 -1.1374 -2.9392 -0.6 0.2 0.3
C 0.7102 0.0457 -5.0663 -0.5 -0.3 0.7
H -8.5328 -0.7211 -2.1262 0.0 0.0 0.0
H -6.1375 -0.7342 -2.8482 -0.1 0.0 0.1
H 9.9870 2.0081 7.5841 0.0 0.0 0.0
H 0.1538 3.5572 2.9415 0.0 0.0 0.0
H -5.5357 1.0994 -4.4452 0.0 0.0 0.0
C 0.4934 -1.1109 -4.0295 0.4 -0.1 -0.5
H 4.5049 0.3259 -5.0003 0.0 -0.7 0.0
H 7.8374 2.9077 6.1975 0.0 0.0 0.0
C -6.5278 0.9654 -4.0463 0.0 0.0 0.0
C 3.0262 -0.4974 -3.6558 2.3 -1.8 0.9
C 2.0814 3.1396 5.4735 0.0 -0.1 0.0
C 0.0899 1.3904 2.3839 0.0 -0.2 0.0
C 3.5872 -5.3739 -0.1388 0.0 0.1 -0.2
C -5.8149 -4.7765 -7.2662 0.0 0.0 0.0
H -5.7772 -3.5739 -5.5316 0.0 0.0 -0.1
C -3.6427 -2.0028 -1.4291 0.0 0.0 0.0
H 1.6499 2.6962 4.5908 0.0 0.0 0.1
H 2.2753 -2.4678 -4.1972 -0.3 0.4 0.2
H 3.1494 2.2841 -5.4558 -0.5 -0.1 0.0
C -5.3421 -3.0827 -2.3990 0.0 0.0 0.0
C 0.4411 2.7595 2.2751 0.0 0.2 0.0
```
Forces are in eV/Å.

Entry 2:
C41H60B2Cl2N7OP2S2Ta as an isolated structure, computed with wB97M-V/def2-TZVPD.

Output
total charge = +2
M = 1066.54 u
orbital gap = 6.1 eV
HOMO level = -12.542 eV

```
118
Properties=species:S:1:pos:R:3:forces:R:3
H 0.1285 5.2278 1.1577 0.0 0.1 -0.1
H 3.2556 -2.3675 3.1386 0.0 0.0 0.0
C -0.9819 -1.8691 3.0594 0.0 -0.1 0.0
C 5.0822 -1.6698 -1.1590 0.2 0.0 -0.1
C 4.7004 1.0298 1.3952 0.0 0.0 0.0
Cl 7.1089 -0.3445 -0.0129 0.0 0.0 0.0
N 2.0584 0.4539 0.6600 -0.2 0.2 0.1
Cl 3.3115 -3.3106 -2.3887 0.0 0.0 -0.1
H -2.0011 3.2481 -2.8289 0.1 0.1 -0.1
H 1.1110 5.2114 -2.3980 0.0 0.0 0.0
C -1.8198 2.6899 4.4818 0.0 0.0 0.0
H -1.0052 -3.6201 -1.1324 0.0 0.1 -0.1
H 3.1189 1.7658 -2.7717 0.0 0.0 0.1
H 5.7184 1.2576 1.6818 0.0 0.0 0.0
C 0.1694 5.3694 0.0783 -0.1 0.1 0.0
H -3.9609 4.4962 -0.6663 0.0 0.0 0.0
H -1.7485 3.7353 4.2102 0.0 0.0 0.0
N -0.9735 1.7328 2.2973 0.1 0.0 0.2
C -4.8372 -0.2041 -2.4224 0.0 0.0 0.0
H -1.9070 -5.9526 1.5423 0.0 0.0 0.0
C 0.4608 4.0802 -0.7100 0.1 0.0 0.1
H 0.5688 3.6007 -2.8561 0.0 -0.1 -0.1
H 5.8450 -2.2651 -1.6423 0.0 0.0 0.0
H 1.0809 -5.2046 3.1722 0.0 0.0 0.0
O 1.4296 -1.4197 -0.9581 0.4 -0.3 0.0
H 1.7859 -1.5895 3.7116 0.0 0.0 0.0
H -2.7192 0.7168 7.0924 0.0 0.0 0.0
H 0.5431 -3.8763 4.2001 0.0 0.0 0.0
H 4.4565 0.9910 -3.6380 0.0 0.0 0.0
H 2.0450 3.6426 0.7317 0.0 0.0 -0.1
C -0.7324 2.9826 1.6501 0.0 0.0 -0.1
H 3.3893 2.1334 -4.4859 0.0 0.0 0.0
N -3.6679 -0.5289 -3.2287 0.1 0.0 0.0
C -1.1310 -5.2636 1.8839 0.1 0.0 0.0
H 1.4926 1.7347 2.1609 -0.1 0.0 0.0
C 3.1096 -0.1705 0.0528 0.1 -0.2 -0.1
H -4.5079 -0.2738 -5.1870 0.0 0.0 0.0
N -1.0813 -0.4396 2.9077 0.1 -0.1 0.1
S 0.5607 0.9654 -2.3811 -0.2 0.1 -0.1
H -0.4349 -2.8601 -4.6660 0.0 0.0 0.0
C 2.2647 -2.0262 2.8324 0.0 0.1 -0.1
H -2.4118 5.1352 -1.1805 0.0 0.0 0.0
H 2.3957 -1.2444 2.0907 0.0 -0.1 0.1
C -1.4527 1.6800 3.6046 0.0 -0.1 0.0
H 3.7871 2.2951 2.8595 0.0 0.0 0.0
C -0.8182 -4.4033 -0.4079 0.0 0.0 0.0
C -2.3596 0.9734 6.1056 0.0 0.0 0.0
N 0.8940 -1.1483 -4.1622 0.0 0.1 0.1
C 0.3656 4.4381 -2.1977 0.1 0.0 0.1
H -3.1110 1.0516 0.0973 0.0 0.1 0.0
H -0.7434 5.8632 -0.2420 0.0 0.0 0.0
C -1.2232 -4.0045 1.0170 0.0 0.0 0.1
H -1.9680 -2.3176 3.1926 0.0 0.0 0.0
H 3.2399 -4.2757 1.6587 0.0 0.0 0.0
P -0.6698 2.6628 -0.1541 0.0 -0.1 -0.1
H -5.7249 -0.5274 -2.9595 0.0 0.0 0.0
H 3.7427 -0.5957 -5.6671 0.0 0.0 0.0
C -2.2768 2.3153 5.7370 0.0 0.0 0.0
C 2.2988 -3.9411 1.2166 0.0 0.1 -0.1
C 1.3735 -0.0721 -3.5353 0.0 -0.1 -0.1
N -1.6747 -1.1894 -3.8300 -0.1 0.0 0.1
C 3.6379 1.6055 2.0410 0.0 0.0 0.1
H -1.3976 -5.2809 -0.7030 0.0 0.0 0.0
C 3.7286 -1.9683 -1.4076 -0.2 0.2 0.0
C 1.8005 -1.5153 -5.1252 0.0 -0.1 0.0
S -2.1336 -1.0619 -1.0752 0.1 -0.1 -0.1
C -3.3643 2.1097 0.1560 0.0 0.0 0.1
C -2.8852 4.4472 -0.4843 0.0 0.0 0.0
H -4.7837 -0.7337 -1.4757 0.0 0.0 0.0
C -2.6148 2.6347 -2.1762 0.0 -0.1 0.1
H -2.8497 -2.4960 0.8734 0.0 0.0 0.0
H -3.2726 -4.1227 0.3517 0.0 0.0 0.0
H 0.2369 -4.6703 -0.4736 0.0 0.0 0.0
C -3.6417 -0.5311 -4.6040 0.0 0.0 0.0
H -0.1787 -5.7765 1.7735 0.0 0.0 0.0
C -2.4074 -0.9437 -4.9679 0.0 0.0 -0.1
H -1.9999 -1.1347 -5.9443 0.0 0.0 0.0
H -3.6571 2.8047 -2.4571 0.0 0.0 0.0
C 5.4419 -0.6691 -0.3031 0.1 0.0 0.0
C -2.6938 -3.5526 1.0809 0.0 0.0 0.0
C 2.7374 -1.2095 -0.8328 0.2 0.1 0.2
H -3.1172 -3.7594 2.0646 0.0 0.0 0.0
C 2.3329 1.2961 1.6471 0.0 -0.2 -0.2
H 2.2516 -4.2198 4.0188 0.0 0.0 0.0
Ta 0.0224 -0.2384 -0.3045 0.3 0.4 0.0
H -2.3662 1.5912 -2.3671 0.0 0.0 0.0
H -1.5306 3.6974 1.8646 0.0 0.0 0.0
C -2.4528 -0.9045 -2.7842 -0.1 0.0 0.0
H 2.5815 4.4373 -0.7350 0.0 0.0 0.0
H 0.2005 3.4499 1.9840 0.0 -0.1 0.0
H 0.9927 6.0606 -0.1152 0.0 0.0 0.0
H -0.3990 -2.1053 3.9519 0.0 0.0 0.0
C -1.9857 -0.0371 5.2324 0.0 0.0 0.0
H -2.0524 -1.0761 5.5273 0.0 0.0 0.0
H 1.7896 -4.8227 0.8320 0.0 0.0 0.0
B -0.7086 0.4027 1.8046 -0.3 0.1 0.3
H 2.5365 -3.2895 0.3775 -0.1 -0.1 0.1
H -4.8903 0.8665 -2.2372 0.0 0.0 0.0
B -0.3537 -2.0300 -3.8075 0.1 0.0 0.0
N 2.5654 0.2470 -4.0814 -0.1 -0.1 0.0
H -1.3145 -5.0634 2.9392 0.0 0.0 0.0
H 1.6298 -2.3727 -5.7507 0.0 0.0 0.0
H -2.7181 4.8022 0.5333 0.0 0.0 0.0
H -2.5717 3.0780 6.4443 0.0 0.0 0.0
C 1.4786 -3.2289 2.2930 0.0 0.1 0.1
C 3.4352 1.3562 -3.7248 0.0 0.1 0.0
H -4.3874 2.2340 -0.2082 0.0 0.0 0.0
P -0.1390 -2.5611 1.5776 -0.2 -0.2 -0.3
C -1.5307 0.3344 3.9755 0.0 0.1 0.0
C 2.8420 -0.6540 -5.0823 0.0 0.0 0.0
C 1.3008 -4.1903 3.4821 0.0 0.0 0.0
H -0.6004 4.8646 -2.4545 -0.1 0.0 0.0
C 4.4554 0.0928 0.3730 -0.2 0.0 0.0
C -2.4431 2.9944 -0.6965 0.0 -0.1 0.0
C 1.8996 3.6758 -0.3499 -0.1 0.1 -0.1
H 2.1835 2.7151 -0.7706 0.0 -0.1 -0.1
H -0.2283 -2.4887 -2.7138 0.1 0.0 0.0
H -3.3604 2.4060 1.2057 0.0 0.0 0.0
```
Forces are in eV/Å.

Computed calculated total energy, in the same sequence as the records: -2657.42505; -4562.86713 Eh.